Entry 1:
17
Properties=species:S:1:pos:R:3:forces:R:3:lowdin_charge:R:1 method="wB97M-V/def2-TZVPD" spin_multiplicity=1 homo_lumo_gap_ev=3.30 homo_energy_ev=-6.86 e_lumo_ev=-3.56
C -0.59445 0.36435 0.38812 -0.42 -1.39 2.03 -0.23
C 0.76433 0.94577 0.29719 0.98 -1.99 -1.37 -0.16
C 0.29304 0.38051 1.70629 -0.12 -1.19 -5.48 -0.04
S -0.06941 -2.05407 -1.62787 0.35 -0.11 -0.93 0.42
C 0.09130 -2.35437 -3.45633 0.11 -1.93 0.51 -0.58
N -0.25033 2.10210 3.28597 -3.25 -1.81 1.43 0.02
H -1.49622 0.92763 0.52704 0.06 1.23 -0.15 0.09
H -0.95565 -0.49713 -0.24232 1.09 0.06 1.12 -0.03
H 0.88120 1.85542 -0.35681 0.16 -0.23 2.00 0.13
H 1.52153 0.15422 -0.07848 -1.14 1.11 0.27 0.10
H 0.80533 -0.49002 2.17969 -0.47 0.88 -0.18 0.13
H 0.37310 1.31801 2.43701 -1.23 2.52 1.59 -0.01
H 0.94443 -1.81663 -3.88590 -0.49 0.20 0.04 0.00
H 0.38274 -3.48280 -3.61607 -0.68 1.93 0.46 0.05
H -0.88925 -2.18898 -3.94955 0.88 0.08 0.12 0.00
H -0.46655 3.06428 3.04564 0.80 0.41 -1.23 0.00
H -1.33514 1.77172 3.34636 3.36 0.20 -0.22 0.10

---

Entry 2:
17
Properties=species:S:1:pos:R:3:forces:R:3:lowdin_charge:R:1 method="wB97M-V/def2-TZVPD" spin_multiplicity=1 homo_lumo_gap_ev=9.73 homo_energy_ev=-8.79 e_lumo_ev=0.94
C -2.33601 -2.26892 -0.85866 0.92 -0.24 -0.86 -0.19
C 1.22739 2.49863 0.82646 -1.68 1.63 1.32 -0.13
C 2.96207 0.82369 1.02758 -1.89 2.32 0.89 -0.12
C -1.39232 -1.12012 -1.22187 0.05 0.13 -0.03 -0.66
N 2.00738 1.66244 0.30795 -0.74 0.78 0.04 -0.10
S -2.14353 0.45716 -0.79303 -0.03 0.52 -0.44 0.68
H -2.34279 -2.50589 0.19808 0.41 -0.33 0.15 0.06
H -3.38779 -2.14632 -1.11654 0.19 0.47 -0.38 0.07
H -1.90147 -3.02396 -1.52592 -0.56 -0.88 0.83 0.07
H 0.50085 3.10336 0.20745 1.01 -0.88 0.02 0.06
H -2.07799 -0.12547 0.37408 -0.53 0.66 1.46 -0.16
H 0.99847 2.86933 1.94535 1.21 -1.45 -1.66 0.10
H 3.79011 1.45371 1.24183 1.24 0.19 -0.15 0.07
H 2.57804 0.53676 1.99812 -0.18 -0.63 0.17 0.07
H 3.12521 0.08078 0.32926 1.02 -1.99 -0.65 0.04
H -1.17451 -1.19623 -2.27923 0.12 0.33 -0.21 0.06
H -0.43311 -1.09896 -0.66090 -0.56 -0.61 -0.51 0.07

---

Entry 3:
17
Properties=species:S:1:pos:R:3:forces:R:3:lowdin_charge:R:1 method="wB97M-V/def2-TZVPD" spin_multiplicity=1 homo_lumo_gap_ev=9.64 homo_energy_ev=-8.63 e_lumo_ev=1.01
C -0.52140 1.02753 -0.44686 -0.64 -1.18 0.29 -0.27
N -0.91852 -0.23661 0.20478 -0.73 0.17 0.83 -0.10
C 0.13967 -1.06854 0.68424 1.99 0.53 -1.12 -0.32
C 1.00388 -1.68089 -0.45497 0.27 -2.63 0.50 -0.57
S 2.76261 -1.83371 0.02534 -0.05 0.72 0.02 0.66
C -1.36980 2.18544 0.05248 0.31 0.95 0.93 -0.10
H -0.61820 0.86367 -1.52756 0.33 0.52 0.02 0.11
H 0.52484 1.16702 -0.17509 0.02 0.28 -0.26 0.11
H -1.62317 -0.71274 -0.33778 0.11 -0.26 0.13 0.11
H 0.88800 -0.50607 1.26748 -0.71 0.56 -0.09 0.08
H -0.04117 -1.89297 1.36939 -1.11 0.05 -0.06 0.11
H 0.85223 -1.53317 -1.52035 0.00 1.49 0.08 0.06
H 0.71769 -2.74881 -0.46207 0.18 0.04 0.14 0.05
H 2.92593 -0.57839 0.55148 -0.11 -0.60 -0.41 -0.14
H -0.75216 3.09493 0.09894 -0.33 0.00 -0.49 0.07
H -1.64634 2.05204 1.10282 0.18 -0.42 -0.05 0.07
H -2.32410 2.40127 -0.43229 0.31 -0.21 -0.47 0.07

---

Entry 4:
17
Properties=species:S:1:pos:R:3:forces:R:3:lowdin_charge:R:1 method="wB97M-V/def2-TZVPD" spin_multiplicity=1 homo_lumo_gap_ev=9.41 homo_energy_ev=-8.47 e_lumo_ev=0.94
C 0.82554 2.27354 0.48548 -1.18 -1.18 -0.63 -0.14
C 1.33514 0.92269 1.12205 1.32 1.30 0.63 -0.58
S 1.10680 -0.68503 0.36132 0.99 0.36 -1.05 0.81
H 1.17727 2.63653 -0.54035 -0.60 -1.40 1.14 0.09
H 1.04388 3.11675 1.08305 0.72 0.69 1.22 0.03
H -0.28897 2.23568 0.59972 0.74 0.14 -0.90 0.06
H 1.14789 0.86241 2.19802 -1.51 0.12 -0.04 0.07
H 2.40113 0.98499 1.36923 0.46 -0.08 -1.22 0.06
C -1.15360 -1.55025 -1.80375 0.33 1.58 -0.48 -0.17
C -0.67627 -0.90266 0.41944 -1.07 0.23 4.40 -0.58
N -1.22157 -1.97350 -0.42300 2.60 0.69 1.06 -0.16
H -0.96280 -0.46093 -1.89445 -0.67 -0.32 0.19 0.08
H -2.10007 -1.81401 -2.19752 -0.64 -0.13 -1.27 0.06
H -0.29294 -1.90247 -2.35042 0.02 -0.85 -0.30 0.07
H -1.11690 0.14856 0.34836 0.01 -1.76 -0.36 0.09
H -0.78811 -1.24423 1.58033 -0.44 0.83 -2.66 0.11
H -0.43642 -2.64808 -0.35751 -1.10 -0.22 0.30 0.09

---

Entry 5:
17
Properties=species:S:1:pos:R:3:forces:R:3:lowdin_charge:R:1 method="wB97M-V/def2-TZVPD" spin_multiplicity=1 homo_lumo_gap_ev=9.02 homo_energy_ev=-8.32 e_lumo_ev=0.70
C 1.13655 3.26478 0.89922 0.57 0.65 0.01 -0.45
S 0.08164 4.69720 0.56703 0.02 -0.37 -0.16 0.71
C -1.32982 3.81334 -0.17082 -0.15 1.04 -0.07 -0.43
H 0.81058 2.71642 1.77830 -0.03 -0.25 -0.17 0.03
H 1.22993 2.68148 -0.00601 -0.34 -0.49 -0.06 0.02
H 2.15927 3.61876 1.05571 -0.19 0.19 0.30 0.03
H -2.14815 3.73256 0.54118 0.16 -0.58 0.12 0.03
H -0.99821 2.88471 -0.62293 -0.15 -0.16 0.19 0.03
H -1.72443 4.45491 -0.95885 0.13 -0.03 -0.15 0.02
C -0.22902 -4.58609 0.56073 1.11 -0.33 0.62 -0.05
C 0.33297 -3.62459 -0.18115 -1.74 -0.66 -0.13 -0.30
N 0.47112 -3.70765 -1.56886 0.79 0.62 0.32 0.02
H -0.20978 -5.62578 0.24946 -0.59 0.12 -0.40 0.04
H -0.42445 -4.44941 1.61736 0.22 0.18 -0.06 0.03
H 0.52039 -2.66073 0.27303 0.13 0.16 -0.25 0.10
H 0.38659 -2.79490 -1.98528 0.09 -0.18 -0.35 0.07
H -0.06520 -4.41500 -2.04811 -0.01 0.08 0.24 0.08

---

Entry 6:
17
Properties=species:S:1:pos:R:3:forces:R:3:mulliken_spin:R:1 method="wB97M-V/def2-TZVPD" charge=+1 spin_multiplicity=2 homo_lumo_gap_ev="8.98 / 3.78" homo_energy_ev="-12.29 / -12.29" e_lumo_ev="-3.31 / -8.51"
C -3.68978 -0.25632 0.54177 -0.57 -0.10 0.22 -0.04
S -2.18646 0.38618 -0.10676 0.05 -0.07 -0.26 0.90
C -1.02480 0.22341 1.20331 0.25 0.49 0.63 -0.05
H -3.60084 -0.61782 1.56419 0.10 0.08 -0.06 0.00
H -4.05970 -1.05114 -0.10712 0.18 -0.15 -0.18 0.05
H -4.46011 0.52315 0.46838 0.20 0.09 0.07 0.05
H -0.29455 1.02628 1.09287 0.15 -0.16 -0.28 0.01
H -1.52356 0.38244 2.15746 -0.16 -0.18 0.05 0.02
H -0.51159 -0.74504 1.21094 -0.16 0.01 -0.23 0.06
C 3.30481 -0.92637 -1.49704 0.04 -0.28 -0.29 0.00
C 3.25647 0.08245 0.58389 0.13 -0.48 0.58 0.00
N 3.08732 0.23468 -0.64735 -0.28 0.21 -0.43 0.00
H 2.47803 -1.63261 -1.41559 -0.16 0.02 0.10 0.00
H 4.21133 -1.47306 -1.23660 0.11 0.03 0.08 0.00
H 3.36464 -0.65159 -2.55083 0.05 0.20 0.17 0.00
H 3.11696 0.90382 1.28037 -0.04 0.19 -0.10 0.00
H 3.54590 -0.87898 1.03548 0.10 0.08 -0.07 0.00

---

Entry 7:
18
Properties=species:S:1:pos:R:3:forces:R:3:lowdin_charge:R:1 method="wB97M-V/def2-TZVPD" spin_multiplicity=1 homo_lumo_gap_ev=8.90 homo_energy_ev=-8.43 e_lumo_ev=0.48
S -2.54278 -1.25860 -0.06242 0.31 0.08 0.35 0.33
S -0.61351 -1.26642 0.77540 -0.33 -0.31 -0.36 0.44
C -0.41388 0.45013 1.21194 0.00 1.11 0.47 -0.60
C -0.13346 1.44603 0.08704 -0.47 0.15 -0.70 -0.27
C 0.94449 1.00250 -0.87615 0.11 -0.03 -0.85 -0.30
N 2.22966 0.76199 -0.23847 0.50 -0.44 0.05 -0.12
C 3.37567 1.15444 -1.05833 0.07 0.09 0.38 -0.14
H -2.39603 -0.07510 -0.66755 -0.01 -0.03 -0.29 -0.22
H -1.27961 0.82094 1.76039 -0.14 -0.29 0.14 0.07
H 0.41347 0.46960 1.92253 0.16 -0.13 -0.06 0.07
H -1.04286 1.65348 -0.49778 -0.02 -0.39 0.03 0.09
H 0.07205 2.43986 0.48582 0.39 -0.13 0.42 0.11
H 1.09003 1.70489 -1.70478 -0.07 0.46 0.42 0.11
H 0.58798 0.13296 -1.43778 -0.02 -0.37 0.26 0.10
H 2.35548 -0.23288 -0.08412 -0.35 0.06 0.23 0.09
H 3.26810 0.83890 -2.09908 0.03 0.24 -0.21 0.07
H 3.54681 2.22970 -0.96348 -0.13 -0.03 -0.35 0.08
H 4.27824 0.67828 -0.67522 -0.03 -0.06 0.09 0.07

---

Entry 8:
18
Properties=species:S:1:pos:R:3:forces:R:3:lowdin_charge:R:1 method="wB97M-V/def2-TZVPD" spin_multiplicity=1 homo_lumo_gap_ev=9.29 homo_energy_ev=-8.40 e_lumo_ev=0.89
N -1.42229 1.09899 -1.03684 -0.13 1.05 -0.19 -0.01
C -1.08358 0.66601 0.39376 -1.57 0.98 -2.45 -0.50
C -2.31952 0.02818 1.01872 0.05 -1.56 0.04 -0.10
C 0.12397 -0.23495 0.44567 -0.56 -2.98 -0.09 -0.57
S 1.60544 0.36188 1.22534 0.52 0.30 0.55 0.50
S 2.89138 0.73711 -0.29838 0.52 1.85 0.44 0.43
C 3.11708 -0.91363 -0.88813 2.15 0.85 -0.26 -0.48
H -1.57107 0.52646 -1.91054 0.54 0.00 2.19 0.09
H -2.20541 1.76483 -1.00895 0.61 -0.45 0.03 0.06
H -0.84238 1.58398 0.96863 -0.17 -0.28 -0.57 0.12
H -2.79217 -0.78064 0.34216 1.02 1.06 1.17 0.11
H -1.90877 -0.38151 1.95371 -0.76 -0.42 -0.01 0.06
H -3.12832 0.69394 1.30823 0.13 0.42 -0.27 0.06
H -0.19976 -1.11915 1.16382 0.88 1.33 -1.72 0.10
H 0.42880 -0.65615 -0.58137 -0.86 0.49 1.63 0.08
H 3.73716 -0.85028 -1.81841 0.02 -0.38 1.14 0.06
H 2.16390 -0.99062 -1.23730 -2.51 -1.88 -0.98 -0.06
H 3.40556 -1.53443 -0.04012 0.13 -0.38 -0.65 0.04

---

Entry 9:
18
Properties=species:S:1:pos:R:3:forces:R:3:lowdin_charge:R:1 method="wB97M-V/def2-TZVPD" spin_multiplicity=1 homo_lumo_gap_ev=9.53 homo_energy_ev=-8.88 e_lumo_ev=0.65
S -0.64514 1.73934 2.13470 -0.88 0.04 -0.17 0.29
S 1.14178 0.96073 1.68165 1.27 -0.07 0.19 0.39
C 1.01881 -0.36578 0.44486 -0.70 1.11 -0.32 -0.55
C 0.28951 -0.01093 -0.84930 0.32 -0.83 -1.13 -0.27
C -0.30162 -1.30526 -1.43882 0.27 1.25 -0.30 -0.29
N -0.51627 -1.15163 -2.86814 0.16 -0.56 -0.01 -0.14
C -1.26471 -2.30171 -3.38050 -1.20 0.82 -0.34 -0.14
H -1.07698 0.90878 3.10589 0.13 -0.04 -0.05 -0.19
H 0.59032 -1.25084 0.90385 0.12 -0.16 0.05 0.07
H 2.06547 -0.49833 0.17193 0.07 -0.38 0.36 0.07
H 0.97377 0.34924 -1.62306 0.35 0.09 0.31 0.11
H -0.47860 0.75795 -0.83083 -0.23 -0.01 0.71 0.09
H 0.42041 -2.11876 -1.39761 -0.11 -0.20 0.72 0.12
H -1.21630 -1.47778 -0.85665 -0.05 -0.66 -0.08 0.12
H -0.99317 -0.28048 -3.05711 -0.16 -0.09 -0.12 0.10
H -2.33489 -2.05283 -3.33778 -0.09 -0.40 0.08 0.08
H -1.12272 -3.19070 -2.77649 0.28 -0.04 0.11 0.07
H -1.08460 -2.55168 -4.42542 0.46 0.14 -0.01 0.07

---

Entry 10:
18
Properties=species:S:1:pos:R:3:forces:R:3:lowdin_charge:R:1 method="wB97M-V/def2-TZVPD" spin_multiplicity=1 homo_lumo_gap_ev=8.35 homo_energy_ev=-7.80 e_lumo_ev=0.55
C 1.04398 1.06381 2.34699 0.32 0.06 -0.16 -0.48
S -0.06931 1.58370 1.02518 0.15 0.13 -0.18 0.36
S 1.20788 1.80979 -0.57692 -0.15 -0.06 0.13 0.30
H 1.42761 0.05921 2.19322 -0.25 -0.18 0.00 0.03
H 0.45674 1.13239 3.25891 0.04 -0.10 0.14 0.03
H 1.90978 1.71788 2.40634 -0.12 0.25 0.09 0.03
H 1.45137 3.12479 -0.44997 0.02 -0.01 0.02 -0.20
C -0.92918 -2.33306 1.03351 0.33 0.24 0.31 -0.02
C -0.75017 -1.81291 -0.17829 -1.07 0.19 -0.16 -0.27
N -1.24307 -2.34386 -1.35869 0.28 -0.01 -0.11 -0.10
C -0.88274 -1.68645 -2.60520 0.17 -0.20 0.32 -0.12
H -1.47175 -3.24750 1.22053 0.11 -0.20 -0.10 0.04
H -0.57148 -1.77960 1.89016 -0.03 -0.04 0.04 0.02
H -0.41168 -0.78605 -0.28552 0.36 -0.19 0.05 0.04
H -1.27974 -3.35022 -1.39108 -0.02 0.06 -0.03 0.12
H -1.25869 -2.28413 -3.42857 -0.12 0.10 -0.16 0.07
H -1.32559 -0.69043 -2.62973 -0.05 -0.04 -0.14 0.08
H 0.20082 -1.58028 -2.72855 0.02 0.00 -0.04 0.08

---

Entry 11:
18
Properties=species:S:1:pos:R:3:forces:R:3:mulliken_spin:R:1 method="wB97M-V/def2-TZVPD" charge=+1 spin_multiplicity=2 homo_lumo_gap_ev="9.06 / 4.78" homo_energy_ev="-12.86 / -12.74" e_lumo_ev="-3.80 / -7.96"
N 1.78125 0.90197 1.36127 1.12 -0.59 -0.26 0.02
C 0.38420 0.88572 1.19626 -1.91 1.32 -0.20 0.01
C -0.42522 0.64178 2.49669 1.50 -0.22 1.31 0.00
C -0.07100 -0.11907 0.13430 -0.75 -0.33 -0.52 0.01
S 0.68505 0.43446 -1.45888 0.77 -0.56 0.40 0.47
S 0.69168 -0.98074 -2.86250 -0.04 0.53 -0.05 0.42
C -0.99595 -1.41038 -3.27268 -1.37 0.78 1.06 0.02
H 2.29859 0.05063 1.22092 -0.04 -0.01 0.18 0.00
H 2.35137 1.72391 1.33651 -0.29 0.28 -0.05 0.00
H 0.03241 1.87866 0.82952 0.46 -0.41 0.12 0.00
H -1.13646 -0.16513 2.48268 -0.88 0.09 -0.43 0.00
H -0.77278 1.55976 2.99927 -0.29 -0.39 -0.67 0.00
H 0.29430 0.24432 3.22917 0.07 0.14 -0.23 0.00
H -1.14243 -0.14501 -0.05670 -0.14 0.34 0.35 0.00
H 0.18122 -1.14735 0.40059 0.55 -0.01 -0.34 0.01
H -0.98494 -2.01438 -4.16547 0.11 -0.15 -0.23 0.00
H -1.59284 -1.85785 -2.47955 0.52 -0.71 0.17 0.01
H -1.57846 -0.48131 -3.39139 0.62 -0.09 -0.63 0.02

---

Entry 12:
18
Properties=species:S:1:pos:R:3:forces:R:3:mulliken_spin:R:1 method="wB97M-V/def2-TZVPD" charge=+1 spin_multiplicity=2 homo_lumo_gap_ev="8.44 / 4.97" homo_energy_ev="-13.07 / -12.85" e_lumo_ev="-4.63 / -7.88"
S -3.11293 1.23820 -0.23232 0.38 0.22 0.09 0.30
S -1.37709 1.61261 0.72364 -0.16 0.08 -0.48 0.58
C -0.22755 0.90513 -0.49743 -0.83 -0.17 -0.43 -0.01
C 0.99757 0.13989 0.04647 -0.35 -0.23 0.62 0.01
C 1.97822 0.02583 -1.09581 0.20 -0.76 -0.38 0.00
N 0.65665 -1.20819 0.47807 -0.68 -0.42 -1.08 0.04
C -0.48624 -1.35013 1.38299 0.85 0.19 -0.09 0.01
H -3.77537 2.28413 0.29859 -0.04 -0.09 0.21 0.00
H -0.83518 0.19546 -1.07174 0.07 -0.04 -0.01 0.01
H -0.04564 1.72715 -1.21142 0.38 -0.06 0.50 0.04
H 1.37911 0.59880 0.95651 0.35 0.56 -0.20 0.00
H 2.59789 -0.85562 -0.95925 0.40 0.16 0.45 0.00
H 1.45035 -0.24588 -2.00496 -0.37 0.24 -0.32 0.00
H 2.59261 0.88233 -1.31611 0.10 0.39 0.19 0.00
H 0.48329 -1.76276 -0.37112 0.24 0.04 0.55 0.00
H -1.44173 -1.43545 0.87378 -0.37 0.21 -0.16 0.01
H -0.36245 -2.27008 1.94798 -0.02 0.09 0.31 0.01
H -0.47152 -0.48140 2.05214 -0.17 -0.40 0.24 0.00

---

Entry 13:
18
Properties=species:S:1:pos:R:3:forces:R:3:lowdin_charge:R:1 method="wB97M-V/def2-TZVPD" spin_multiplicity=1 homo_lumo_gap_ev=8.14 homo_energy_ev=-7.75 e_lumo_ev=0.40
C -1.87694 0.07815 1.25132 0.61 -0.04 -1.21 -0.28
C -0.52350 -1.45508 -0.76722 0.03 0.19 0.27 -0.29
C -0.49938 1.35484 -0.91520 0.05 -0.16 0.21 -0.29
C 2.08790 -0.04552 -0.33925 -0.03 -0.01 -0.23 -0.43
O 2.50709 1.10444 0.13197 0.83 0.54 0.44 -0.01
O 2.49556 -1.10431 0.31775 0.85 -0.50 0.49 -0.01
P -0.21878 0.00905 0.31019 -1.63 0.01 0.21 0.83
H -1.94185 -0.73577 1.96227 0.03 -0.09 0.19 0.02
H -1.96550 1.03661 1.74928 0.02 0.10 0.20 0.02
H -2.68447 -0.01485 0.51931 -0.09 0.00 0.15 0.03
H 0.38538 -1.61391 -1.34336 -0.09 -0.07 -0.10 0.02
H -1.36680 -1.28733 -1.43690 -0.05 -0.06 0.00 0.04
H -0.70880 -2.33203 -0.15012 -0.06 -0.09 0.01 0.04
H -1.34581 1.13502 -1.56474 -0.08 0.06 0.00 0.04
H 0.40929 1.43537 -1.50972 -0.11 0.05 -0.07 0.02
H -0.66425 2.29568 -0.39514 -0.06 0.11 0.01 0.04
H 2.96169 1.06297 1.00586 -0.12 -0.07 -0.29 0.12
H 2.94918 -0.92332 1.17369 -0.11 0.03 -0.29 0.12

---

Entry 14:
19
Properties=species:S:1:pos:R:3:forces:R:3:lowdin_charge:R:1 method="wB97M-V/def2-TZVPD" charge=-1 spin_multiplicity=1 homo_lumo_gap_ev=6.97 homo_energy_ev=-3.80 e_lumo_ev=3.17
C -0.63020 0.47588 1.00656 -1.23 0.80 1.83 -0.28
C 0.41279 0.08396 2.10653 0.55 -0.06 -0.19 -0.42
O 1.61488 0.66860 1.81919 0.30 -0.25 0.26 -0.29
C -1.57421 -0.65606 0.62727 1.14 0.12 -1.22 -0.54
S -2.58476 -0.22169 -0.88202 0.45 -0.11 0.55 0.42
S -1.50140 -1.05343 -2.38753 -0.28 -0.95 -0.56 0.37
C -0.10073 0.00829 -2.73790 0.05 1.10 1.63 -0.48
H -1.26492 1.30494 1.39388 0.35 -0.23 -0.04 0.10
H -0.09096 0.94771 0.19137 0.10 -0.55 -0.27 0.08
H 0.49020 -1.03618 2.22985 -0.21 0.21 -0.52 0.09
H 0.10908 0.38755 3.12132 -0.56 0.23 -0.01 0.08
H -0.87182 -1.45689 0.32962 -0.89 -0.21 0.05 0.07
H -2.25326 -0.97320 1.42230 0.14 0.05 -0.08 0.06
H -0.39842 0.88076 -3.32130 0.32 -0.31 -0.36 0.03
H 0.80471 -0.52319 -3.01965 -0.34 -0.22 -0.62 0.04
H 0.21445 0.37622 -1.75624 0.09 0.16 -0.19 -0.01
H 3.22521 -0.02009 -0.26914 0.23 -0.04 -0.41 -0.04
H 2.01404 0.40695 0.60028 -0.26 0.77 -0.25 -0.04
O 2.38532 0.39988 -0.47442 0.05 -0.51 0.41 -0.25

---

These records have DFT total energy values of -16642.45561 -16649.44306 -16650.56939 -16649.88393 -16650.52624 -16641.92196 -27486.52300 -27485.64425 -27486.39905 -27486.02639 -27478.33036 -27478.29445 -17707.77122 -30092.11454 eV, in the order they appear.